1.
Density functional theory data (wB97M-V/def2-TZVPD) for C4H5NO as an isolated structure.

Results
charge = 0
E_HOMO = -8.1127 eV
energy relative to the best compared isomer or geometry (same formula, charge and spin) = 6.068 eV
F_max = 0.037 hartree/bohr
orbital gap = 8.792 eV
E_tot = -285.1916 Eh

Each line ends with the Löwdin charge.
Positions of all 11 atoms, in Å:
N -1.28 -0.48 -1.99  0.1777
C -0.49 -0.81 -1.11  -0.0752
C 0.45 -0.94 -0.06  -0.3133
C 0.40 0.64 -0.24  -0.1056
C -0.13 0.58 1.19  -0.1765
O -0.10 -0.89 1.22  -0.0615
H 1.33 -1.54 -0.23  0.1519
H 1.41 1.04 -0.35  0.0849
H -0.96 0.50 -1.76  0.0966
H 0.52 0.97 1.98  0.1143
H -1.15 0.94 1.37  0.1066

2.
Density functional theory data (wB97M-V/def2-TZVPD) for one molecule with the formula C6H11NO.

Results
charge = 0
E_HOMO (alpha / beta) = -5.8830 / -5.8850 eV
energy relative to the best compared isomer or geometry (same formula, charge and spin) = 4.304 eV
F_max = 0.049 hartree/bohr
orbital gap (alpha / beta) = 6.751 / 6.753 eV
E_tot = -365.0733 Eh

Each line ends with the Löwdin charge.
Positions of all 19 atoms, in Å:
C -1.07 1.00 -0.91  -0.1923
C 1.34 -1.20 0.94  -0.0685
C 1.88 1.10 -0.08  -0.0507
C 0.90 0.02 0.20  -0.3270
C -1.36 -0.73 0.40  -0.1640
C -2.19 -1.54 -0.26  0.0368
O -0.46 2.19 -1.31  -0.0387
N -0.35 0.06 -0.27  -0.0878
H -0.99 2.95 -1.04  0.0975
H -2.14 0.98 -1.02  0.1059
H -1.30 -0.72 1.47  0.1252
H 2.40 -1.38 0.77  0.0720
H 0.81 -2.10 0.61  0.0764
H 1.18 -1.11 2.02  0.0750
H 1.61 1.68 -0.96  0.0637
H 2.88 0.67 -0.24  0.0719
H 1.95 1.80 0.77  0.0827
H -2.23 -1.52 -1.34  0.0660
H -2.87 -2.18 0.26  0.0558

3.
Density functional theory data (wB97M-V/def2-TZVPD) for C29H33MoNO4P2S2 as an isolated structure.

Results
charge = +3
E_HOMO (alpha / beta) = -17.1958 / -17.1756 eV
spin multiplicity = 2
<S²> = 0.768
energy relative to the best compared isomer or geometry (same formula, charge and spin) = 0.130 eV
F_max = 0.005 hartree/bohr
orbital gap (alpha / beta) = 6.345 / 6.648 eV
E_tot = -3027.0882 Eh

Each line ends with the Löwdin charge.
Positions of all 72 atoms, in Å:
Mo -0.21 -1.04 0.18  1.0471
C 1.35 3.22 -4.49  -0.0380
C 0.79 2.51 -3.28  -0.2149
O 1.39 1.16 -3.24  -0.2684
P 1.28 0.09 -2.15  0.0013
S -0.58 -0.87 -2.07  0.5105
S 1.48 0.74 -0.26  0.4135
O 2.23 -1.05 -2.55  -0.3163
C 3.57 -0.91 -3.21  -0.1818
C 3.46 -1.33 -4.65  -0.0456
H 0.93 4.22 -4.53  0.0987
H 1.09 2.70 -5.40  0.0960
H 2.43 3.31 -4.41  0.0951
H -0.29 2.37 -3.35  0.1200
H 1.05 3.01 -2.35  0.1016
H 4.21 -1.56 -2.62  0.1248
H 3.88 0.13 -3.10  0.1234
H 3.14 -2.37 -4.74  0.0927
H 4.44 -1.24 -5.11  0.1035
H 2.77 -0.69 -5.19  0.0862
O -1.55 -2.74 0.37  0.0205
C -2.07 -1.70 0.71  -0.3798
C -3.26 -1.20 1.29  -0.1987
C -4.43 -1.93 1.55  0.0534
C -5.49 -1.27 2.14  0.0070
C -5.39 0.09 2.46  0.0271
C -4.23 0.81 2.21  -0.0312
C -3.16 0.16 1.61  -0.3166
P -1.56 0.92 1.17  1.0635
C -1.95 2.19 -0.04  -0.3443
C -3.17 2.07 -0.73  -0.0795
C -3.54 3.03 -1.66  -0.0329
C -2.71 4.12 -1.91  -0.0253
C -1.49 4.22 -1.25  -0.0573
C -1.10 3.26 -0.33  -0.1068
C -0.87 1.52 2.74  -0.3518
C 0.17 2.46 2.80  -0.0746
C 0.69 2.83 4.03  -0.0255
C 0.21 2.27 5.20  -0.0169
C -0.80 1.32 5.15  -0.0319
C -1.34 0.94 3.92  -0.1104
H -4.49 -2.98 1.30  0.1447
H -6.41 -1.80 2.35  0.1365
H -6.23 0.59 2.93  0.1379
H -4.17 1.86 2.47  0.1411
H -3.85 1.25 -0.53  0.1089
H -4.49 2.94 -2.17  0.1262
H -3.01 4.88 -2.61  0.1283
H -0.84 5.07 -1.43  0.1270
H -0.13 3.36 0.14  0.0746
H 0.58 2.91 1.91  0.0810
H 1.48 3.57 4.07  0.1285
H 0.62 2.57 6.16  0.1306
H -1.19 0.88 6.06  0.1284
H -2.15 0.22 3.91  0.1122
O 0.21 -1.21 2.38  -0.1171
H 0.05 -0.52 3.06  0.0661
H 0.57 -2.00 2.81  0.1176
C 4.47 -5.46 0.07  -0.0019
C 3.38 -4.45 0.14  -0.2046
C 2.12 -4.68 -0.41  0.0307
C 1.13 -3.73 -0.32  -0.0917
N 1.33 -2.53 0.29  -0.1317
C 2.55 -2.29 0.82  -0.1353
C 3.57 -3.21 0.77  0.0257
H 4.09 -6.46 0.29  0.1072
H 5.29 -5.22 0.74  0.0970
H 4.86 -5.50 -0.96  0.1130
H 1.90 -5.61 -0.91  0.1420
H 0.16 -3.91 -0.74  0.1120
H 2.70 -1.33 1.29  0.0907
H 4.52 -2.96 1.23  0.1373

4.
Density functional theory data (wB97M-V/def2-TZVPD) for C21H33Cl2GaN4O3S as an isolated structure.

Results
charge = 0
E_HOMO = -6.2819 eV
F_max = 0.073 hartree/bohr
orbital gap = 6.488 eV
E_tot = -4508.1707 Eh

Each line ends with the Löwdin charge.
Positions of all 65 atoms, in Å:
O -1.59 -0.72 0.54  -0.2715
C -2.62 -1.07 -0.23  -0.4359
C -2.91 -2.59 -0.11  -0.1717
C -1.94 -3.44 0.39  -0.0499
H -0.99 -3.02 0.72  0.0417
C -2.19 -4.82 0.45  -0.0869
H -1.41 -5.47 0.83  0.0935
C -3.41 -5.33 0.03  -0.1137
H -3.60 -6.40 0.08  0.0909
C -4.40 -4.46 -0.46  -0.1002
H -5.36 -4.85 -0.77  0.0923
C -4.15 -3.09 -0.53  -0.0459
H -4.91 -2.41 -0.91  0.1149
H -3.55 -0.56 0.11  0.1414
C -2.60 0.88 -1.83  -0.1167
C -2.46 -0.60 -1.67  -0.3247
H -2.81 1.15 -2.86  0.0742
H -1.66 1.40 -1.54  0.0132
H -3.36 1.22 -1.15  0.0691
C -2.05 -1.51 -2.66  -0.1875
C -1.68 -1.14 -4.08  -0.1825
H -1.94 -2.56 -2.37  0.1131
H -2.34 -1.66 -4.76  0.0625
H -0.65 -1.46 -4.30  0.0528
H -1.75 -0.07 -4.25  0.0460
Ga 0.19 -0.07 0.01  -0.3517
Cl 1.23 -2.10 -0.06  0.2406
Cl 0.01 -0.01 -2.26  0.5078
C 2.71 0.59 -1.23  -0.2995
O 1.96 0.92 -0.25  -0.1316
N 3.93 1.10 -1.41  -0.1680
C 4.34 2.35 -0.77  -0.0227
C 4.90 0.43 -2.27  -0.0304
H 2.37 -0.14 -1.99  0.0736
H 3.54 2.68 -0.11  0.0753
H 4.53 3.12 -1.54  0.0998
H 5.27 2.19 -0.21  0.0926
H 4.51 -0.56 -2.54  0.1014
H 5.85 0.32 -1.73  0.0929
H 5.08 1.02 -3.18  0.0945
H -0.82 5.26 0.56  0.0963
H -2.25 4.72 2.83  0.0946
C -1.54 4.54 0.15  -0.0139
C -2.71 3.91 2.26  -0.0357
N -1.85 3.52 1.15  -0.1681
H -1.13 4.05 -0.74  0.0939
C -1.42 2.26 1.02  -0.2584
O -0.58 1.92 0.12  -0.1194
H -2.85 3.03 2.91  0.0973
H -1.86 1.53 1.73  0.1344
H -2.47 5.07 -0.12  0.0954
H -3.69 4.25 1.88  0.0949
C 3.17 1.64 2.85  0.0038
N 3.10 0.13 2.82  -0.0800
C 4.14 -0.76 3.07  -0.0544
C 3.64 -1.99 3.02  -0.0698
N 2.28 -1.88 2.77  0.0533
C 1.93 -0.56 2.60  -0.7083
S 0.39 0.08 2.36  0.8431
H 2.85 2.04 1.89  0.0621
H 2.53 2.03 3.64  0.0846
H 4.21 1.93 3.04  0.0869
H 5.12 -0.40 3.27  0.1131
H 4.11 -2.92 3.16  0.1115
H 1.62 -2.65 2.65  0.1496

5.
Density functional theory data (wB97M-V/def2-TZVPD) for C29H28ClN4O6SV as an isolated structure.

Results
charge = 0
E_HOMO = -8.4543 eV
energy relative to the best compared isomer or geometry (same formula, charge and spin) = 0.060 eV
F_max = 0.012 hartree/bohr
orbital gap = 6.871 eV
E_tot = -3594.8285 Eh

Each line ends with the Löwdin charge.
Positions of all 70 atoms, in Å:
V -0.13 1.01 -0.41  0.6201
O 1.74 6.14 0.21  0.0669
C 1.83 5.58 1.42  -0.2624
C 2.35 6.36 2.46  -0.0111
C 2.47 5.85 3.73  -0.0749
C 2.07 4.54 4.02  -0.0853
C 1.56 3.76 3.00  -0.0171
C 1.43 4.26 1.70  -0.0690
C 0.89 3.38 0.66  -0.3748
O 0.57 2.16 0.97  -0.1763
N 0.72 3.83 -0.55  0.0821
N 0.19 2.83 -1.35  -0.0475
C -0.01 3.14 -2.58  -0.0057
C -0.52 2.23 -3.58  -0.1301
C -0.85 2.70 -4.86  -0.0286
C -1.31 1.84 -5.83  -0.0776
C -1.44 0.48 -5.53  -0.0590
C -1.11 0.00 -4.28  0.0116
C -0.65 0.87 -3.29  -0.2799
O -0.31 0.42 -2.09  -0.2021
H 1.36 5.47 -0.40  0.0672
H 2.66 7.37 2.22  0.1187
H 2.88 6.47 4.52  0.1055
H 2.17 4.14 5.02  0.1002
H 1.24 2.75 3.20  0.1049
H 0.23 4.16 -2.87  0.1458
H -0.73 3.76 -5.07  0.1174
H -1.56 2.21 -6.81  0.1041
H -1.80 -0.20 -6.29  0.1092
H -1.18 -1.06 -4.04  0.1143
N 1.44 -2.44 -1.92  0.1953
C 0.42 -2.83 -1.53  -0.2928
N -0.75 -3.26 -1.07  -0.0802
C -1.36 -4.45 -1.69  -0.1480
C -2.69 -4.08 -2.33  -0.1645
C -3.66 -3.47 -1.30  -0.1781
C -2.93 -2.97 -0.05  -0.1690
C -1.63 -2.28 -0.42  -0.1821
H -1.50 -5.22 -0.92  0.1209
H -0.66 -4.84 -2.42  0.1257
H -3.12 -4.97 -2.79  0.1102
H -2.49 -3.37 -3.14  0.1047
H -4.42 -4.20 -1.01  0.1070
H -4.20 -2.64 -1.76  0.1084
H -2.71 -3.80 0.63  0.1060
H -3.56 -2.27 0.51  0.1176
H -1.12 -1.89 0.46  0.0885
H -1.83 -1.44 -1.09  0.0823
S -2.01 1.06 0.21  0.5129
C 1.84 -0.41 3.52  -0.0145
C 1.04 -1.64 3.17  -0.1846
C -0.12 -1.91 3.89  -0.0619
C -0.88 -3.04 3.63  -0.6686
Cl -2.33 -3.34 4.55  0.6494
C -0.48 -3.95 2.67  -0.1144
C 0.66 -3.68 1.93  -0.0054
C 1.40 -2.53 2.16  -0.2403
O 2.52 -2.42 1.37  -0.0171
C 2.93 -1.21 0.77  -0.0854
C 1.89 -0.30 0.17  -0.5687
O 2.21 0.64 -0.54  0.0641
O 0.62 -0.48 0.47  -0.1478
H 1.50 0.00 4.47  0.0847
H 1.73 0.37 2.76  0.0672
H 2.90 -0.65 3.62  0.0923
H -0.44 -1.23 4.67  0.1127
H -1.06 -4.85 2.49  0.1053
H 0.99 -4.35 1.15  0.1251
H 3.59 -1.50 -0.05  0.1445
H 3.51 -0.59 1.46  0.1323

6.
Density functional theory data (wB97M-V/def2-TZVPD) for a 2-piece molecular cluster, C3H7N6O overall.

Results
charge = +1
E_HOMO = -12.7191 eV
energy relative to the best compared isomer or geometry (same formula, charge and spin) = 1.924 eV
F_max = 0.068 hartree/bohr
orbital gap = 9.750 eV
E_tot = -521.9411 Eh

Each line ends with the Löwdin charge.
Positions of all 17 atoms, in Å:
C 1.54 -1.90 0.28  -0.2159
C 2.20 1.47 0.21  -0.1856
C -1.24 -0.04 0.04  -0.5037
N 2.60 -1.57 -0.06  0.1712
N 1.56 2.05 0.96  0.3536
N -2.22 -0.94 0.10  0.2087
N 0.31 -1.65 0.57  0.0127
N 0.07 -0.26 0.21  0.0921
N 3.03 0.78 -0.48  0.1958
O -1.54 1.25 -0.15  0.0683
H -2.24 1.45 -0.88  0.1908
H 0.78 2.55 1.22  0.1090
H -1.82 -1.83 -0.03  0.0836
H -3.19 -0.78 -0.09  0.1330
H -0.24 -2.13 1.20  0.1149
H 3.16 -0.28 -0.42  0.0314
H 3.44 1.10 -1.33  0.1402

7.
Density functional theory data (wB97M-V/def2-TZVPD) for C33H33As2NO8S4Sn as an isolated structure.

Results
charge = 0
E_HOMO (alpha / beta) = -7.7871 / -7.7871 eV
F_max = 0.062 hartree/bohr
orbital gap (alpha / beta) = 7.230 / 7.231 eV
E_tot = -8212.5012 Eh

Each line ends with the Löwdin charge.
Positions of all 82 atoms, in Å:
Sn -1.25 2.27 -0.58  0.6907
S -3.06 0.66 0.28  0.4512
C -3.65 -0.22 -1.12  -0.6775
C -4.97 -0.72 -1.14  -0.1088
C -5.42 -1.62 -2.09  -0.0818
C -4.57 -2.08 -3.10  -0.0916
C -3.31 -1.54 -3.19  -0.1084
C -2.84 -0.62 -2.20  -0.5154
S -1.11 -0.15 -2.28  0.8529
C -1.15 0.80 -3.82  -0.4054
C 0.06 1.70 -3.95  -0.3086
C 0.92 1.63 -5.03  -0.0235
C 1.90 2.60 -5.15  -0.0340
C 1.91 3.66 -4.23  0.0112
C 1.05 3.56 -3.12  -0.3634
C 1.18 4.61 -2.07  -0.3728
S -0.46 5.26 -1.47  0.8211
C -1.39 5.30 -3.06  -0.5306
C -0.92 6.14 -4.06  -0.1034
C -1.48 6.12 -5.35  -0.0756
C -2.54 5.28 -5.55  -0.0995
C -3.00 4.43 -4.56  -0.1178
C -2.45 4.44 -3.26  -0.6909
S -3.13 3.32 -2.08  0.5055
N 0.13 2.65 -2.97  0.0579
H -5.60 -0.47 -0.30  0.1013
H -6.36 -2.06 -1.96  0.0891
H -4.93 -2.78 -3.89  0.1143
H -2.63 -1.82 -4.02  0.1123
H -2.06 1.43 -3.79  0.0584
H -1.23 0.17 -4.71  0.0881
H 0.79 0.86 -5.80  0.1265
H 2.65 2.49 -5.92  0.1128
H 2.62 4.44 -4.28  0.0989
H 1.77 5.47 -2.41  0.0804
H 1.63 4.20 -1.19  0.0721
H -0.13 6.84 -3.82  0.1039
H -0.98 6.65 -6.12  0.0892
H -3.02 5.25 -6.51  0.1026
H -3.78 3.69 -4.76  0.1012
C -2.34 1.17 3.67  -0.0315
O -1.30 0.32 3.10  -0.1054
C -1.10 -0.77 3.84  -0.5025
O -1.85 -1.19 4.67  0.1318
C 0.24 -1.46 3.48  -0.2366
C 0.91 -2.07 4.42  -0.2854
As 2.61 -3.21 4.37  1.3341
C 3.66 -2.12 5.60  -0.3078
C 2.99 -2.17 2.75  -0.3758
C 2.15 -2.45 1.69  -0.3030
As 0.75 -1.06 1.53  1.3241
C -0.72 -2.05 0.73  -0.3185
C 2.16 -3.80 1.02  -0.5355
O 1.39 -4.25 0.28  0.1230
O 3.40 -4.38 1.20  -0.1014
C 3.60 -5.56 0.43  -0.0644
C 3.44 -0.74 3.00  -0.5399
O 2.74 0.16 3.38  0.0805
O 4.79 -0.56 2.81  -0.0373
C 5.71 -1.60 2.58  -0.0686
C 0.52 -1.96 5.90  -0.5655
O 0.98 -1.07 6.54  0.1343
O -0.22 -2.92 6.49  -0.0205
C -0.79 -3.96 5.63  -0.0427
H -2.52 2.04 3.05  0.0830
H -2.03 1.46 4.68  0.1059
H -3.23 0.62 3.80  0.0752
H 3.34 -2.37 6.65  0.0521
H 3.62 -1.06 5.41  0.0370
H 4.69 -2.49 5.53  0.0189
H -0.92 -2.96 1.35  0.0585
H -0.47 -2.22 -0.32  0.0048
H -1.51 -1.33 0.77  -0.0645
H 4.52 -5.95 0.82  0.0825
H 3.65 -5.39 -0.66  0.0994
H 2.73 -6.27 0.60  0.1117
H 6.61 -1.05 2.17  0.1147
H 5.38 -2.32 1.84  0.0846
H 6.01 -2.05 3.50  0.0722
H -1.45 -4.58 6.23  0.0921
H 0.04 -4.61 5.32  0.0651
H -1.34 -3.59 4.76  0.0889

8.
Density functional theory data (wB97M-V/def2-TZVPD) for a 2-piece molecular cluster, C9H14 overall.

Results
charge = 0
E_HOMO = -9.0520 eV
SMILES = Cc1ccccc1.CC
energy relative to the best compared isomer or geometry (same formula, charge and spin) = 0.239 eV
F_max = 0.022 hartree/bohr
orbital gap = 10.080 eV
E_tot = -351.3214 Eh

Each line ends with the Löwdin charge.
Positions of all 23 atoms, in Å:
C -2.33 -0.03 -0.13  -0.0569
C -1.19 -0.67 -0.87  -0.2848
C -0.09 -1.20 -0.23  -0.0630
C 0.95 -1.78 -0.94  -0.0871
C 0.94 -1.75 -2.32  -0.0980
C -0.14 -1.14 -2.98  -0.0931
C -1.22 -0.66 -2.26  -0.0573
H -2.48 1.01 -0.43  0.0817
H -2.17 -0.02 0.95  0.0717
H -3.27 -0.55 -0.31  0.0789
H -0.05 -1.21 0.86  0.0947
H 1.76 -2.31 -0.47  0.1013
H 1.75 -2.06 -2.96  0.0977
H -0.16 -1.16 -4.06  0.1018
H -2.12 -0.31 -2.75  0.1109
C 0.94 2.38 2.11  -0.1659
C 1.55 1.08 2.60  -0.1605
H -0.13 2.25 1.92  0.0534
H 0.98 3.17 2.86  0.0586
H 1.35 2.73 1.16  0.0609
H 1.05 0.23 2.16  0.0296
H 2.62 1.01 2.41  0.0630
H 1.45 0.99 3.69  0.0625